{
  "formula": "C8H28INO6",
  "method": "ωB97M-V with the def2-TZVPD basis set",
  "de_lowest_kj_mol": 0.0,
  "e_tot_ha": -1125.3107,
  "orbital_gap_ev": 5.11,
  "lumo_energy_ha": -0.0700,
  "elements": ["N", "H", "H", "H", "H", "I", "C", "C", "O", "H", "H", "H", "H", "H", "H", "C", "C", "O", "H", "H", "H", "H", "H", "H", "C", "C", "O", "O", "H", "H", "H", "H", "H", "H", "C", "C", "O", "O", "H", "H", "H", "H", "H", "H"],
  "xyz": [[-4.6958, -2.4461, 3.5928], [-4.4515, -3.4198, 3.7044], [-5.4399, -2.2271, 2.9460], [-3.8206, -2.0489, 3.2822], [-5.0095, -2.0201, 4.4532], [-0.9535, -0.4424, 1.1895], [-4.9361, -3.0015, -2.4835], [-4.6046, -1.4664, -2.6311], [-5.0752, -0.6800, -1.5912], [-5.5631, -3.2309, -1.6220], [-4.0705, -3.6634, -2.4524], [-5.5326, -3.3725, -3.3169], [-4.9918, -1.2268, -3.6214], [-3.5476, -1.2010, -2.6544], [-4.3439, -0.5395, -0.9852], [0.6405, 6.2760, 4.7822], [0.2082, 4.8236, 4.5946], [0.6445, 4.3578, 3.3402], [0.6417, 6.5228, 5.8439], [-0.0357, 6.8609, 4.1587], [1.6431, 6.4755, 4.4040], [-0.8749, 4.7009, 4.5836], [0.6826, 4.2557, 5.3949], [0.1643, 3.5502, 3.1436], [2.2958, 1.1962, -3.7191], [2.2104, 2.4514, -2.8428], [3.4041, 3.2623, -3.1062], [1.3152, 0.2674, -3.3775], [3.3203, 0.8324, -3.6414], [2.1900, 1.5264, -4.7525], [2.2397, 2.2062, -1.7811], [1.3984, 3.1539, -3.0305], [3.4778, 3.8919, -2.3853], [0.8958, 0.5223, -2.5525], [4.5578, -3.1420, -0.1984], [3.7653, -4.3143, -0.8313], [4.5165, -4.8474, -1.9253], [3.7659, -2.3402, 0.7538], [4.7549, -2.4700, -1.0335], [5.5472, -3.4215, 0.1637], [2.7484, -4.2436, -1.2173], [3.4425, -5.1657, -0.2321], [4.4795, -4.2250, -2.6553], [2.9966, -1.9776, 0.3087]],
  "forces_ev_per_angstrom": [[0.1, 0.3, 0.2], [-0.7, -0.7, 0.0], [-0.1, -0.5, -0.9], [0.8, 1.1, -0.5], [0.4, 0.0, 0.7], [-0.6, -0.2, 0.2], [0.2, 0.2, -0.1], [0.9, -1.6, -0.6], [-1.3, 0.6, 0.8], [0.2, 0.4, 0.3], [0.2, 0.2, 0.2], [0.0, 0.2, -0.3], [-0.4, 0.8, 0.3], [0.3, -0.9, -0.5], [0.0, 0.1, 0.1], [-0.4, -0.4, -0.6], [0.6, 0.2, 0.1], [0.4, 0.0, -0.5], [-0.4, 0.3, -0.1], [0.0, 0.5, 0.4], [0.1, -0.4, 0.0], [-0.1, 0.3, 0.7], [-0.2, -0.4, 0.2], [0.1, -0.1, -0.2], [0.2, 1.8, 0.2], [1.6, 1.2, -0.1], [-0.3, -0.7, -0.1], [-0.3, -0.6, -0.2], [0.0, -0.4, 0.3], [-0.3, -0.2, -0.2], [-0.3, -0.4, 0.1], [-0.6, -0.7, -0.2], [0.0, 0.0, 0.0], [0.0, -0.1, 0.2], [-2.5, 1.1, -0.6], [-0.2, -1.2, -0.5], [0.4, -0.3, 0.2], [1.5, -1.4, -0.1], [0.2, 0.0, -0.3], [-0.5, -0.2, 0.6], [-0.2, 2.0, -0.1], [1.4, -0.2, 1.0], [0.0, 0.1, 0.0], [0.0, -0.1, -0.2]],
  "mulliken_charge": [-0.519, 0.374, 0.366, 0.320, 0.374, -0.899, -0.925, -0.166, -0.556, 0.278, 0.276, 0.285, 0.229, 0.253, 0.316, -0.994, -0.172, -0.507, 0.315, 0.264, 0.289, 0.269, 0.236, 0.299, -0.184, -0.506, -0.532, -0.491, 0.208, 0.226, 0.367, 0.291, 0.294, 0.322, -0.191, -0.430, -0.527, -0.506, 0.196, 0.275, 0.301, 0.295, 0.299, 0.286]
}

{
  "formula": "H2NO4S",
  "method": "ωB97M-V with the def2-TZVPD basis set",
  "de_lowest_kj_mol": 170.7,
  "e_tot_ha": -755.0534,
  "orbital_gap_ev": 7.24,
  "lumo_energy_ha": 0.1471,
  "charge": -1,
  "elements": ["N", "O", "O", "O", "O", "S", "H", "H"],
  "xyz": [[1.8017, 0.1364, 0.4180], [-1.0675, -1.2712, -0.4163], [-1.2311, 1.3143, -0.3239], [1.2749, -0.9916, 0.3694], [1.1353, 1.0983, -0.1158], [-1.6756, 0.0434, 0.4959], [-0.1278, -1.4591, -0.0908], [-0.1099, 1.1294, -0.3364]],
  "forces_ev_per_angstrom": [[-0.9, -0.3, -0.6], [-0.7, 0.3, 0.7], [1.0, 0.1, -0.8], [1.6, 1.0, 0.5], [1.7, -0.7, 0.6], [0.0, -2.0, 0.0], [-1.3, 1.0, -0.4], [-1.4, 0.7, 0.1]],
  "mulliken_charge": [0.298, -0.581, -0.546, -0.501, -0.494, -0.031, 0.451, 0.404]
}

{
  "formula": "C12H17BN6O2Pd",
  "method": "ωB97M-V with the def2-TZVPD basis set",
  "de_lowest_kj_mol": 168.2,
  "e_tot_ha": -1099.1763,
  "orbital_gap_ev": [6.94, 7.68],
  "lumo_energy_ha": [0.0243, -0.0253],
  "spin_multiplicity": 3,
  "s_squared": 2.006,
  "elements": ["H", "N", "B", "N", "C", "Pd", "H", "C", "H", "C", "H", "C", "H", "H", "H", "N", "N", "N", "N", "C", "C", "H", "H", "C", "C", "C", "C", "H", "H", "H", "H", "H", "C", "O", "C", "O", "H", "H", "H"],
  "xyz": [[-2.5493, 1.5897, 1.1959], [-2.0622, -0.0878, -0.0150], [-2.0846, -2.1662, -1.4972], [-2.7994, -1.0541, -0.6657], [-4.1078, -0.8076, -0.4593], [0.0142, -0.0392, -0.0737], [-4.8575, -1.4536, -0.8954], [-4.2075, 0.3197, 0.3455], [-5.1063, 0.7870, 0.6860], [-2.8940, 0.7485, 0.6084], [-2.8620, -2.9171, -2.0065], [2.4051, -0.0046, 0.4835], [3.0457, 0.8614, 0.6539], [1.9699, 0.1121, -0.5387], [2.9421, -0.9602, 0.5035], [-1.1053, -2.8701, -0.5121], [-1.1856, -1.4255, -2.5342], [-0.1908, -2.1240, 0.2131], [-0.2781, -0.4744, -2.1063], [-0.9841, -4.1644, -0.1668], [-1.1669, -1.4644, -3.8811], [-1.6115, -4.9066, -0.6343], [-1.8088, -2.1424, -4.4234], [0.0200, -4.2604, 0.7905], [-0.2282, -0.5385, -4.3217], [0.4992, -2.9593, 1.0015], [0.3076, 0.0733, -3.1752], [0.3651, -5.1494, 1.2684], [0.0322, -0.3144, -5.3334], [1.2799, -2.5990, 1.6602], [1.0397, 0.8688, -3.0889], [1.6430, -0.0501, 1.2970], [0.6722, 2.7194, 1.7153], [0.4145, 2.8589, 0.2673], [-0.2803, 1.9205, -0.4345], [-1.0169, 2.2503, -1.3459], [1.2201, 3.6271, 1.9703], [1.2713, 1.8271, 1.9362], [-0.2769, 2.6700, 2.2654]],
  "forces_ev_per_angstrom": [[0.1, -0.2, -0.2], [-2.0, -0.7, 0.1], [0.7, 0.9, 0.5], [0.2, 1.0, 0.6], [0.5, 0.3, 0.3], [-0.9, 0.1, -0.3], [0.1, 0.2, 0.1], [-0.1, 0.0, 0.0], [-0.3, 0.1, 0.1], [-0.6, -1.4, -0.9], [0.1, 0.0, 0.0], [0.5, -0.4, 0.2], [0.0, -0.2, 0.0], [0.4, 0.0, 0.5], [0.1, 0.4, 0.0], [1.0, 0.3, 1.0], [0.8, 1.0, 0.0], [0.0, -1.9, 0.1], [-0.2, -0.7, -1.2], [0.5, 0.6, 0.3], [0.6, 0.5, 0.4], [0.1, 0.0, 0.1], [0.1, 0.1, 0.0], [0.0, -0.2, -0.1], [0.0, 0.0, 0.0], [-1.3, -0.4, -1.1], [-1.1, -1.1, 0.0], [0.1, -0.4, 0.1], [0.0, 0.0, -0.3], [-0.2, 0.0, -0.1], [-0.2, -0.2, 0.1], [0.7, 0.1, -0.4], [-0.4, -0.2, -1.5], [0.3, 1.4, 1.2], [-0.5, 0.3, -0.5], [1.2, 0.5, 1.0], [-0.1, -0.2, 0.1], [-0.2, 0.3, 0.0], [0.3, 0.1, -0.1]],
  "mulliken_charge": [0.383, 0.424, 0.021, -0.013, -0.040, -0.190, 0.449, -1.234, 0.390, -0.234, -0.088, -0.607, 0.392, 0.209, 0.335, 0.032, -0.038, 0.129, 0.414, -0.049, -0.065, 0.454, 0.441, -1.241, -1.194, -0.213, -0.319, 0.390, 0.399, 0.468, 0.465, -0.065, -0.509, -0.314, 0.522, -0.558, 0.242, 0.181, 0.233]
}

{
  "formula": "C14H19N3O3S",
  "method": "ωB97M-V with the def2-TZVPD basis set",
  "de_lowest_kj_mol": 1.7,
  "smiles": "COCCCNC(=O)Nc1ccc2c(c1)N(C)C(=O)CS2",
  "e_tot_ha": -1333.0984,
  "orbital_gap_ev": 8.33,
  "lumo_energy_ha": 0.0140,
  "elements": ["C", "O", "C", "C", "C", "N", "C", "O", "N", "C", "C", "C", "C", "C", "C", "N", "C", "C", "O", "C", "S", "H", "H", "H", "H", "H", "H", "H", "H", "H", "H", "H", "H", "H", "H", "H", "H", "H", "H", "H"],
  "xyz": [[0.6392, 5.1795, -3.8630], [1.5602, 5.9391, -3.1107], [1.0908, 6.3564, -1.8547], [0.8238, 5.2148, -0.8670], [2.0482, 4.3056, -0.7351], [1.7806, 3.1247, 0.0577], [1.1458, 2.0533, -0.5090], [0.9237, 1.9746, -1.6962], [0.8304, 1.0788, 0.4185], [0.2661, -0.1758, 0.1988], [-0.0891, -0.6395, -1.0652], [-0.6695, -1.8848, -1.1889], [-0.8860, -2.6907, -0.0819], [-0.4981, -2.2571, 1.1910], [0.0596, -0.9894, 1.3111], [-0.5990, -3.0885, 2.3155], [0.3389, -2.9028, 3.4051], [-1.5085, -4.0963, 2.4434], [-1.5218, -4.8429, 3.3992], [-2.5196, -4.2080, 1.3256], [-1.6623, -4.2649, -0.2719], [0.5007, 4.1750, -3.4516], [-0.3323, 5.6852, -3.9202], [1.0620, 5.0987, -4.8626], [0.1703, 6.9513, -1.9708], [1.8803, 7.0055, -1.4655], [0.5581, 5.6460, 0.1007], [-0.0177, 4.6137, -1.2159], [2.8819, 4.8461, -0.2822], [2.3458, 3.9658, -1.7289], [1.7357, 3.2537, 1.0560], [1.0883, 1.2607, 1.3780], [0.0818, -0.0221, -1.9295], [-0.9604, -2.2537, -2.1596], [0.3390, -0.6210, 2.2864], [0.3403, -3.8199, 3.9930], [0.0349, -2.0778, 4.0533], [1.3364, -2.7160, 3.0096], [-3.0851, -5.1302, 1.4408], [-3.1971, -3.3508, 1.3210]],
  "forces_ev_per_angstrom": [[0.0, 0.0, 0.0], [0.2, 0.0, -0.1], [-0.2, 0.1, 0.3], [0.3, 0.0, -0.4], [-0.3, 0.1, -0.2], [0.2, 0.2, 0.3], [0.2, 0.0, 0.5], [-0.1, 0.0, -0.4], [0.1, 0.1, 0.4], [-0.2, -0.3, -0.2], [0.1, 0.2, -0.1], [0.0, -0.1, 0.4], [-0.2, -0.3, 0.0], [0.0, 0.3, -0.5], [0.0, 0.0, 0.0], [0.3, 0.1, 0.1], [0.1, -0.1, 0.3], [-0.5, -0.3, -0.1], [-0.1, -0.1, 0.1], [0.1, 0.0, -0.4], [0.0, 0.0, 0.2], [0.0, 0.0, 0.0], [0.0, 0.0, 0.0], [-0.1, 0.0, 0.0], [0.1, 0.0, 0.0], [-0.1, 0.0, 0.0], [-0.1, 0.0, 0.0], [-0.1, 0.0, 0.1], [0.0, 0.0, -0.1], [0.1, 0.1, 0.1], [0.0, -0.1, -0.1], [0.0, 0.0, -0.2], [0.0, 0.0, 0.0], [-0.1, 0.0, -0.1], [0.0, 0.0, 0.1], [0.0, 0.2, 0.0], [0.1, 0.0, 0.0], [0.0, 0.0, 0.0], [0.1, 0.1, 0.1], [0.0, 0.0, 0.1]],
  "mulliken_charge": [-0.577, -0.361, -0.671, -0.431, -0.707, -0.235, 0.580, -0.657, -0.057, 0.264, -0.529, -0.834, 0.546, -0.237, -0.456, 0.067, -1.257, 0.717, -0.647, -0.670, -0.155, 0.195, 0.302, 0.237, 0.369, 0.355, 0.352, 0.277, 0.375, 0.314, 0.215, 0.176, 0.544, 0.404, 0.387, 0.386, 0.323, 0.425, 0.359, 0.312]
}

What did the second record say?
{
  "formula": "H2NO4S",
  "method": "ωB97M-V with the def2-TZVPD basis set",
  "de_lowest_kj_mol": 170.7,
  "e_tot_ha": -755.0534,
  "orbital_gap_ev": 7.24,
  "lumo_energy_ha": 0.1471,
  "charge": -1,
  "elements": ["N", "O", "O", "O", "O", "S", "H", "H"],
  "xyz": [[1.8017, 0.1364, 0.4180], [-1.0675, -1.2712, -0.4163], [-1.2311, 1.3143, -0.3239], [1.2749, -0.9916, 0.3694], [1.1353, 1.0983, -0.1158], [-1.6756, 0.0434, 0.4959], [-0.1278, -1.4591, -0.0908], [-0.1099, 1.1294, -0.3364]],
  "forces_ev_per_angstrom": [[-0.9, -0.3, -0.6], [-0.7, 0.3, 0.7], [1.0, 0.1, -0.8], [1.6, 1.0, 0.5], [1.7, -0.7, 0.6], [0.0, -2.0, 0.0], [-1.3, 1.0, -0.4], [-1.4, 0.7, 0.1]],
  "mulliken_charge": [0.298, -0.581, -0.546, -0.501, -0.494, -0.031, 0.451, 0.404]
}